Below is C6H10O2 as an isolated structure at a distorted geometry, with properties calculated with ωB97M-V/def2-TZVPD.

CARTESIAN COORDINATES (ANGSTROEM)
C  0.15  -1.18  1.07
C  -0.28  -0.41  -0.32
C  -1.77  -0.55  -0.68
C  -1.12  0.75  -0.40
C  0.73  1.31  0.52
C  0.95  0.54  -0.72
H  0.38  -2.14  0.70
H  0.78  -0.65  1.76
H  -0.84  -1.22  1.80
H  -1.96  -0.53  -1.82
H  -2.36  -1.34  -0.25
H  -0.90  1.22  -1.39
H  1.06  0.45  1.47
H  1.50  2.45  0.58
H  0.64  0.87  -1.64
H  1.75  -1.43  -0.53
O  -0.95  1.83  0.51
O  2.24  0.01  -0.66

Values from the calculation:
largest force on an atom: 6.976 eV/Å
HOMO-LUMO gap: 8.08 eV
LUMO energy: -0.87 eV
highest occupied orbital energy: -8.9 eV

Atom charges from the natural (NBO) analysis, given in e for atoms 1 to 8: atom 1 (C): -0.612, atom 2 (C): -0.177, atom 3 (C): -0.392, atom 4 (C): 0.080, atom 5 (C): -0.091, atom 6 (C): 0.009, atom 7 (H): 0.213, atom 8 (H): 0.189

Below is C19H31MoN2S as an isolated structure at a distorted geometry, with properties calculated with ωB97M-V/def2-TZVPD.

CARTESIAN COORDINATES (ANGSTROEM)
C  -0.54  0.82  -3.70
C  -0.10  2.27  -3.84
C  0.11  0.01  -4.82
C  -2.04  0.81  -3.95
H  -0.47  0.09  -5.75
H  0.18  -1.05  -4.59
H  1.12  0.34  -5.05
H  -0.19  2.60  -4.88
H  0.94  2.44  -3.55
H  -0.72  2.94  -3.25
H  -2.30  1.53  -4.75
H  -2.62  1.09  -3.08
H  -2.41  -0.16  -4.29
C  2.20  -0.51  -0.33
C  2.45  -0.68  -1.71
C  2.35  0.58  -2.33
H  2.70  -1.60  -2.21
C  2.01  1.53  -1.34
C  1.93  0.85  -0.10
H  1.75  1.31  0.86
H  2.22  -1.29  0.41
H  2.50  0.79  -3.37
H  1.87  2.58  -1.51
C  -1.73  -1.34  -0.17
C  -0.57  -2.15  -0.21
C  -0.35  -2.54  -1.55
H  0.03  -2.42  0.64
C  -1.37  -1.98  -2.34
C  -2.22  -1.23  -1.50
H  -3.08  -0.67  -1.80
H  -2.17  -0.92  0.71
H  0.45  -3.16  -1.90
H  -1.48  -2.10  -3.40
Mo  0.01  -0.04  -1.48
C  0.95  2.19  4.86
C  -0.26  1.61  4.13
N  0.11  1.26  2.77
C  0.01  -0.04  2.14
S  0.01  -0.04  0.52
N  -0.27  -1.24  2.88
C  0.23  -1.55  4.21
C  -0.92  -1.93  5.14
H  1.76  1.44  4.93
H  0.65  2.49  5.89
H  1.33  3.09  4.32
H  -0.67  0.78  4.69
H  -1.06  2.38  4.09
H  0.33  2.08  2.18
H  -0.77  -2.01  2.44
H  0.90  -2.43  4.13
H  0.85  -0.74  4.63
H  -1.47  -2.81  4.74
H  -0.52  -2.19  6.15
H  -1.65  -1.10  5.26

Values from the calculation:
largest force on an atom: 11.751 eV/Å
⟨S²⟩: 2.15
multiplicity: 3
HOMO-LUMO gap (spin up / spin down): 5.71 / 6.57 eV
total charge: +1
LUMO energy (spin up / spin down): -4.02 / -3.56 eV
highest occupied orbital energy (spin up / spin down): -9.7 / -10.1 eV

Atom charges from the natural (NBO) analysis, given in e for atoms 1 to 8: atom 1 (C): -0.197, atom 2 (C): -0.633, atom 3 (C): -0.637, atom 4 (C): -0.631, atom 5 (H): 0.227, atom 6 (H): 0.202, atom 7 (H): 0.205, atom 8 (H): 0.213

Below is a 2-piece molecular cluster, C3H5NOS2 overall at a distorted geometry, with properties calculated with ωB97M-V/def2-TZVPD.

CARTESIAN COORDINATES (ANGSTROEM)
C  -1.00  0.20  0.16
C  1.64  -0.81  0.57
C  2.50  0.15  -0.22
H  0.60  1.62  0.19
H  -0.97  1.99  1.36
H  2.06  -1.86  0.64
H  1.43  -0.37  1.63
H  3.84  -0.36  -0.46
N  -0.29  1.29  0.70
O  2.15  1.34  -0.65
S  -2.54  0.18  -0.26
S  -0.02  -1.30  -0.13

Values from the calculation:
largest force on an atom: 7.423 eV/Å
HOMO-LUMO gap: 8.13 eV
LUMO energy: -0.51 eV
highest occupied orbital energy: -8.6 eV

Atom charges from the natural (NBO) analysis, given in e for atoms 1 to 8: atom 1 (C): -0.124, atom 2 (C): -0.707, atom 3 (C): 0.457, atom 4 (H): 0.451, atom 5 (H): 0.421, atom 6 (H): 0.259, atom 7 (H): 0.293, atom 8 (H): 0.137

Below is an isolated molecule of C5H14N2 at a distorted geometry, with properties calculated with ωB97M-V/def2-TZVPD.

CARTESIAN COORDINATES (ANGSTROEM)
C  -0.35  2.18  0.65
C  -0.91  0.91  0.00
C  -1.75  1.26  -1.22
N  0.06  -0.10  -0.31
C  0.82  -0.71  0.77
C  1.03  -2.21  0.68
N  1.65  -2.66  -0.59
H  0.14  1.95  1.60
H  -1.13  2.85  1.01
H  0.36  2.66  -0.03
H  -1.63  0.51  0.71
H  -2.57  0.55  -1.36
H  -1.21  1.15  -2.17
H  -2.04  2.30  -1.18
H  0.53  -0.03  -1.19
H  0.20  -0.59  1.65
H  1.77  -0.19  0.84
H  1.66  -2.50  1.52
H  0.10  -2.77  0.75
H  0.90  -2.54  -1.27
H  2.38  -2.01  -0.87

Values from the calculation:
largest force on an atom: 1.268 eV/Å
SMILES: CC(C)NCCN
HOMO-LUMO gap: 9.48 eV
LUMO energy: 1.06 eV
highest occupied orbital energy: -8.4 eV

Atom charges from the natural (NBO) analysis, given in e for atoms 1 to 8: atom 1 (C): -0.631, atom 2 (C): -0.038, atom 3 (C): -0.608, atom 4 (N): -0.663, atom 5 (C): -0.230, atom 6 (C): -0.219, atom 7 (N): -0.824, atom 8 (H): 0.206

Below is a 3-piece molecular cluster, C24H47Cl2N4O7 overall at a distorted geometry, with properties calculated with ωB97M-V/def2-TZVPD.

CARTESIAN COORDINATES (ANGSTROEM)
C  -2.81  4.03  0.14
C  -3.68  3.82  -0.65
N  -4.34  3.72  -1.88
C  -5.16  4.81  -2.34
Cl  -4.62  5.59  -3.83
C  -6.23  5.28  -1.71
C  -6.96  6.50  -2.29
Cl  -6.75  4.52  -0.23
C  -4.15  2.62  -2.61
N  -4.76  2.59  -3.84
N  -3.35  1.64  -2.08
C  -2.24  1.23  -2.96
C  -1.27  2.45  -3.09
C  0.08  2.08  -3.74
N  0.70  0.86  -3.17
C  -4.02  0.56  -1.34
C  -5.24  -0.05  -2.19
C  -4.81  -1.30  -3.16
O  -5.62  -1.33  -1.80
H  -2.00  4.23  0.82
H  -6.35  7.41  -2.22
H  -7.24  6.28  -3.33
H  -7.89  6.61  -1.71
H  -5.77  2.60  -3.75
H  -4.44  1.76  -4.35
H  -1.67  0.36  -2.59
H  -2.62  0.96  -3.97
H  -1.15  2.82  -2.06
H  -1.75  3.25  -3.69
H  0.77  2.92  -3.53
H  0.01  2.06  -4.85
H  1.71  0.99  -3.31
H  0.48  0.10  -3.80
H  -3.40  -0.31  -1.10
H  -4.54  0.97  -0.46
H  -6.01  0.65  -2.58
H  -3.73  -0.96  -3.01
H  -4.54  -2.34  -2.93
C  5.78  -4.79  0.61
O  4.99  -3.62  0.50
C  5.71  -2.45  0.82
C  5.06  -1.23  0.18
O  5.35  -1.09  -1.20
C  4.70  -2.00  -2.08
C  3.22  -1.71  -2.26
O  2.48  -2.19  -1.15
C  1.27  -1.50  -0.97
H  6.13  -4.93  1.64
H  5.17  -5.64  0.32
H  6.64  -4.74  -0.07
H  6.75  -2.53  0.47
H  5.71  -2.33  1.91
H  5.48  -0.34  0.66
H  3.98  -1.22  0.36
H  4.87  -3.03  -1.78
H  5.19  -1.86  -3.05
H  2.86  -2.22  -3.16
H  3.08  -0.62  -2.38
H  1.45  -0.44  -0.78
H  0.77  -1.92  -0.10
H  0.62  -1.62  -1.85
C  0.88  1.48  4.73
O  1.64  0.29  4.68
C  2.22  -0.02  5.94
C  2.54  -1.49  6.03
O  1.41  -2.30  6.33
C  0.47  -2.50  5.27
C  0.97  -3.44  4.19
O  1.87  -2.77  3.32
C  2.76  -3.67  2.68
H  1.51  2.34  4.97
H  0.44  1.63  3.74
H  0.07  1.39  5.46
H  1.55  0.26  6.76
H  3.15  0.56  6.02
H  3.22  -1.64  6.88
H  3.06  -1.85  5.14
H  0.15  -1.54  4.85
H  -0.40  -2.96  5.74
H  0.12  -3.79  3.60
H  1.46  -4.30  4.66
H  3.38  -4.19  3.42
H  3.42  -3.09  2.04
H  2.21  -4.39  2.07

Values from the calculation:
largest force on an atom: 3.351 eV/Å
HOMO-LUMO gap: 6.16 eV
total charge: +1
LUMO energy: -4.30 eV
highest occupied orbital energy: -10.5 eV

Atom charges from the Löwdin analysis, given in e for atoms 1 to 8: atom 1 (C): 0.205, atom 2 (C): -0.123, atom 3 (N): 0.006, atom 4 (C): -0.647, atom 5 (Cl): 0.747, atom 6 (C): -0.664, atom 7 (C): -0.103, atom 8 (Cl): 0.742